{
  "formula": "C9H13N5O4",
  "method": "ωB97M-V with the def2-TZVPD basis set",
  "total_charge": 0,
  "e_tot_ha": -925.20928,
  "e_lumo_ev": -2.57,
  "smiles": "O=[N+]([O-])c1cnc2no[n+]([O-])c2c1.CCCCN",
  "de_lowest_kcal_mol": 0.0,
  "orbital_gap_ev": 6.65,
  "species": ["O", "N", "O", "C", "C", "N", "C", "N", "O", "N", "O", "C", "C", "H", "H", "C", "C", "C", "C", "N", "H", "H", "H", "H", "H", "H", "H", "H", "H", "H", "H"],
  "coordinates": [[-2.139, 1.821, -2.230], [-1.840, 0.900, -3.042], [-2.676, 0.401, -3.825], [-0.484, 0.432, -3.059], [-0.190, -0.860, -3.607], [1.022, -1.419, -3.616], [2.010, -0.685, -3.097], [3.321, -1.051, -2.972], [3.947, 0.036, -2.323], [2.997, 1.067, -2.055], [3.340, 2.089, -1.490], [1.777, 0.630, -2.554], [0.528, 1.208, -2.486], [-1.014, -1.442, -4.029], [0.373, 2.199, -2.068], [-0.513, -1.481, 4.752], [-0.640, -1.379, 3.237], [-0.684, 0.065, 2.742], [-0.856, 0.160, 1.224], [-1.003, 1.527, 0.772], [-0.476, -2.527, 5.063], [0.401, -0.991, 5.102], [-1.367, -1.011, 5.249], [0.203, -1.893, 2.756], [-1.551, -1.894, 2.905], [-1.519, 0.593, 3.226], [0.243, 0.581, 3.035], [0.003, -0.336, 0.731], [-1.768, -0.387, 0.941], [-0.145, 2.050, 0.918], [-1.301, 1.598, -0.203]],
  "nbo_charge": [-0.3834, 0.4963, -0.3446, -0.0431, 0.1129, -0.3843, 0.2828, -0.0892, -0.1377, 0.4326, -0.3292, -0.0579, -0.0726, 0.2396, 0.2778, -0.6005, -0.3915, -0.3995, -0.2055, -0.8482, 0.2087, 0.2015, 0.2029, 0.1925, 0.1939, 0.2058, 0.1890, 0.1455, 0.1849, 0.3489, 0.3715]
}

***

{
  "formula": "C2H4N4S",
  "method": "ωB97M-V with the def2-TZVPD basis set",
  "total_charge": 0,
  "e_tot_ha": -695.74673,
  "e_lumo_ev": 0.37,
  "smiles": "[H]/N=c1\\ncn(S)[nH]1",
  "de_lowest_kcal_mol": 53.5,
  "orbital_gap_ev": 8.63,
  "species": ["H", "N", "C", "N", "C", "N", "S", "N", "H", "H", "H"],
  "coordinates": [[-2.746, 0.178, 1.436], [-2.258, 0.821, 0.772], [-1.157, 0.210, 0.417], [-0.722, -1.107, 0.781], [0.462, -1.191, 0.322], [0.866, 0.004, -0.338], [1.943, -0.004, -1.629], [-0.259, 0.765, -0.480], [1.144, -2.099, 0.227], [2.957, 0.584, -0.800], [-0.232, 1.838, -0.710]],
  "nbo_charge": [0.3503, -0.7359, 0.4937, -0.4750, 0.2585, -0.4176, 0.1987, -0.4685, 0.2245, 0.1324, 0.4390]
}

***

{
  "formula": "C6H14N3",
  "method": "ωB97M-V with the def2-TZVPD basis set",
  "total_charge": 1,
  "e_tot_ha": -401.00722,
  "e_lumo_ev": -3.28,
  "smiles": "CN1C(=[NH2+])NCC1(C)C",
  "de_lowest_kcal_mol": 27.0,
  "orbital_gap_ev": 10.04,
  "species": ["C", "N", "C", "N", "N", "C", "C", "C", "C", "H", "H", "H", "H", "H", "H", "H", "H", "H", "H", "H", "H", "H", "H"],
  "coordinates": [[-0.372, -1.960, -0.109], [-0.371, -0.572, -0.347], [-1.585, 0.181, 0.388], [-2.606, -0.418, 0.975], [-1.257, 1.517, 0.289], [0.052, 1.671, -0.411], [0.717, 0.317, -0.302], [1.693, 0.102, -1.411], [1.526, 0.230, 1.084], [-1.189, -2.250, 0.547], [-0.261, -2.644, -0.886], [0.497, -2.154, 0.512], [-2.600, -1.412, 0.938], [-3.480, -0.039, 1.202], [-1.989, 2.190, 0.090], [0.658, 2.456, 0.021], [-0.028, 1.822, -1.469], [2.264, 1.109, -1.482], [1.208, 0.152, -2.419], [2.268, -0.789, -1.258], [0.724, 0.577, 1.712], [2.439, 0.807, 1.144], [1.694, -0.892, 1.192]],
  "nbo_charge": [-0.4081, -0.3767, 0.7000, -0.7323, -0.5654, -0.2189, 0.1160, -0.6211, -0.6213, 0.1839, 0.2342, 0.2082, 0.4224, 0.4405, 0.4330, 0.2376, 0.2164, 0.2348, 0.2270, 0.2356, 0.2011, 0.2439, 0.2091]
}

***

{
  "formula": "C3H10NO2",
  "method": "ωB97M-V with the def2-TZVPD basis set",
  "total_charge": -1,
  "e_tot_ha": -325.51951,
  "e_lumo_ev": 4.11,
  "de_lowest_kcal_mol": 22.1,
  "orbital_gap_ev": 7.90,
  "species": ["C", "O", "C", "C", "N", "H", "H", "H", "H", "H", "H", "H", "H", "H", "H", "O"],
  "coordinates": [[-0.237, 0.438, 0.868], [-0.794, 0.520, -0.413], [0.427, -0.986, 0.982], [1.945, -0.760, 0.843], [-0.035, -2.017, 0.033], [0.457, 1.262, 0.949], [-1.085, 0.513, 1.604], [-0.006, -1.340, 1.910], [2.071, 0.038, 0.098], [2.437, -1.702, 0.558], [2.273, -0.337, 1.794], [0.467, -2.028, -0.849], [-0.946, -1.687, -0.291], [-0.979, 1.409, -1.135], [-1.825, 1.982, -2.477], [-1.165, 2.407, -1.916]],
  "nbo_charge": [-0.0534, -0.8945, -0.0691, -0.6261, -0.8581, 0.1441, 0.1141, 0.1587, 0.2169, 0.1944, 0.1979, 0.3421, 0.3789, 0.5077, 0.4120, -1.1655]
}

***

{
  "formula": "C13H16FN2O2Ru",
  "method": "ωB97M-V with the def2-TZVPD basis set",
  "total_charge": 1,
  "e_tot_ha": -959.23256,
  "e_lumo_ev": [-6.59, -6.71],
  "de_lowest_kcal_mol": 65.2,
  "orbital_gap_ev": [6.48, 6.32],
  "species": ["Ru", "N", "N", "C", "O", "O", "H", "H", "H", "C", "C", "C", "C", "C", "C", "H", "H", "H", "H", "H", "H", "H", "H", "H", "F", "C", "C", "C", "C", "C", "C", "H", "H", "H", "H"],
  "coordinates": [[-1.056, 0.017, -0.442], [-0.344, -0.051, 1.776], [-0.831, 1.195, 2.236], [-0.821, 2.332, 1.352], [-0.935, 3.422, 1.842], [-0.704, 2.034, 0.120], [-0.745, -0.805, 2.344], [0.687, -0.117, 1.784], [-0.645, 1.432, 3.208], [3.766, -0.598, 0.829], [3.415, -0.423, -0.657], [3.831, 0.990, -1.122], [4.102, -1.492, -1.508], [1.989, -0.482, -0.825], [0.764, -0.465, -0.955], [4.844, -0.568, 0.945], [3.405, -1.552, 1.206], [3.340, 0.207, 1.423], [4.912, 1.069, -1.044], [3.371, 1.753, -0.497], [3.533, 1.155, -2.154], [5.179, -1.394, -1.395], [3.846, -1.367, -2.557], [3.807, -2.490, -1.193], [-6.695, -0.605, -1.302], [-5.461, -0.468, -0.834], [-5.290, -0.219, 0.525], [-4.010, -0.065, 1.040], [-2.964, -0.151, 0.153], [-3.134, -0.417, -1.193], [-4.395, -0.578, -1.731], [-6.149, -0.147, 1.175], [-3.863, 0.114, 2.094], [-2.174, -0.501, -1.866], [-4.573, -0.764, -2.779]],
  "nbo_charge": [1.0242, -0.5440, -0.5450, 0.8635, -0.5573, -0.5911, 0.4089, 0.3991, 0.4059, -0.5829, -0.2244, -0.5759, -0.5849, 0.3047, -0.4190, 0.2358, 0.2149, 0.2066, 0.2278, 0.2201, 0.2252, 0.2255, 0.2246, 0.2193, -0.2744, 0.4693, -0.2136, -0.1900, -0.0969, -0.2185, -0.2573, 0.2635, 0.2540, 0.2161, 0.2662]
}

***

{
  "formula": "C3H4N2",
  "method": "ωB97M-V with the def2-TZVPD basis set",
  "total_charge": 0,
  "e_tot_ha": -226.03911,
  "e_lumo_ev": 1.18,
  "de_lowest_kcal_mol": 116.8,
  "orbital_gap_ev": 10.56,
  "species": ["C", "C", "C", "N", "N", "H", "H", "H", "H"],
  "coordinates": [[1.040, -0.554, 0.492], [1.034, 0.176, -0.646], [-1.194, 0.281, 0.157], [-0.348, -0.817, 0.298], [-0.322, -0.139, -0.964], [1.523, -0.913, 1.472], [1.562, 0.793, -1.532], [-2.264, -0.075, 0.031], [-1.031, 1.249, 0.692]],
  "nbo_charge": [-0.1308, -0.1145, -0.0688, -0.2887, -0.2805, 0.2377, 0.2291, 0.2176, 0.1990]
}